[1]
The following is a DFT calculation (wB97M-V/def2-TZVPD) of an isolated molecule of C34H38BCl2NO2S.

Structure (XYZ):
```
79
Properties=species:S:1:pos:R:3:forces:R:3
Cl -6.755597 0.813528 1.605192 -0.37 0.12 -0.44
C -5.210986 0.070454 1.786004 0.63 -0.52 0.19
C -5.133022 -1.308499 2.041490 0.36 0.64 0.13
C -3.951292 -1.800085 2.600601 -0.39 0.21 -0.17
C -2.916987 -0.919333 2.911540 0.76 -0.17 0.48
C -1.899448 -1.304248 4.032450 1.19 -0.89 -3.61
C -0.503660 -0.913960 3.683309 -0.43 0.09 0.79
C 0.251252 -1.522303 2.582717 0.74 -0.97 -1.20
C 1.141698 -0.667988 1.666934 -0.70 -0.11 -0.07
C 1.754942 -1.359385 0.607448 0.07 0.30 -0.32
C 2.650743 -0.732872 -0.243926 0.15 0.27 0.28
C 3.021471 0.592620 0.016752 -0.91 -0.46 0.88
Cl 4.245596 1.317406 -0.937288 0.37 0.36 -0.34
C 2.432327 1.292215 1.078311 0.05 -0.37 -0.36
C 1.459017 0.672500 1.879500 0.44 0.00 -0.17
C -2.876135 0.338982 2.299466 -0.73 0.02 -0.12
C -4.062572 0.866990 1.767084 0.29 -0.44 0.15
H -5.996311 -1.948912 1.886217 0.12 0.14 0.05
H -3.850419 -2.863043 2.822830 -0.13 0.28 0.25
H -1.820662 -2.410440 3.940486 -0.43 -0.12 -0.15
H -0.054069 -0.158496 4.301913 0.51 -0.04 0.27
H -0.461345 -2.140783 2.004289 0.38 0.37 -0.27
H 1.531166 -2.415391 0.440788 -0.08 0.26 0.03
H 3.098279 -1.272403 -1.074650 -0.05 0.12 0.15
H 2.754733 2.312977 1.267334 -0.15 -0.14 0.00
H 0.995611 1.231568 2.695927 0.13 -0.21 -0.26
H -1.944376 0.904849 2.263285 -0.32 -0.01 0.33
H -4.101502 1.891427 1.389496 -0.04 -0.35 0.19
C -1.212309 -4.114767 7.702640 0.00 -0.29 0.07
C -1.566914 -2.878172 6.973027 0.28 0.09 -0.39
C -0.880842 -1.660770 7.071501 -0.07 0.69 -0.42
C -1.467510 -0.625076 6.383544 0.15 0.76 1.00
C -2.530310 -1.012963 5.408834 0.13 -0.69 2.02
B 1.533561 -2.586972 2.943169 -3.23 1.68 1.83
C -3.782651 -0.161869 5.447429 0.69 -0.23 -0.05
C -5.042840 -0.726204 5.597659 -0.54 0.44 -0.03
C -6.178306 0.071662 5.515322 0.01 0.15 -0.16
C -6.051548 1.447659 5.245845 0.40 -0.14 -0.07
N -7.124575 2.202103 4.875270 -0.71 0.46 0.14
C -6.923925 3.527947 4.331053 0.17 -0.08 0.14
C -8.449498 1.626966 4.789092 0.13 -0.09 0.05
C -4.763843 2.031427 5.294469 -0.02 -0.23 -0.28
C -3.642396 1.220000 5.331296 -0.32 0.18 0.21
O 2.204065 -2.164062 4.057535 0.06 -0.99 -0.29
C 2.823424 -3.353179 4.610029 0.54 0.30 -0.16
C 4.298128 -3.134913 4.277660 0.22 -0.22 0.02
C 2.614433 -3.305660 6.119261 -0.06 -0.22 0.31
C 2.115034 -4.552904 3.826910 0.04 -0.16 0.03
C 3.018068 -5.622205 3.257539 0.46 -0.24 0.13
C 0.974620 -5.200067 4.613734 -0.25 0.00 0.17
O 1.528308 -3.913929 2.654103 0.32 0.41 0.28
S -2.955091 -2.766277 6.010895 0.27 0.37 -0.31
H -0.481282 -3.863067 8.478993 -0.12 -0.21 -0.09
H -2.102702 -4.555476 8.169752 0.24 -0.03 -0.01
H -0.775585 -4.865129 7.028334 -0.05 0.01 0.22
H 0.028618 -1.604182 7.679529 -0.45 0.25 -0.13
H -1.137134 0.417733 6.462822 -0.19 -0.51 -0.07
H -5.189705 -1.797697 5.750718 0.15 0.42 -0.07
H -7.171321 -0.366549 5.594746 0.32 -0.01 -0.07
H -6.314964 3.496642 3.411715 -0.13 0.07 0.17
H -7.901812 3.961191 4.105878 0.29 0.02 0.02
H -6.410841 4.158095 5.068359 -0.19 0.13 -0.23
H -8.741915 1.194366 5.753830 -0.09 0.07 -0.15
H -9.148305 2.426844 4.530311 0.03 -0.28 0.10
H -8.509097 0.839540 4.022291 -0.02 0.10 0.10
H -4.658748 3.109605 5.233282 0.09 -0.24 -0.13
H -2.649351 1.676244 5.250808 -0.38 -0.22 0.09
H 4.957118 -3.936105 4.622731 -0.09 -0.01 -0.04
H 4.430419 -2.989896 3.199474 0.00 -0.14 0.15
H 4.601561 -2.201282 4.765961 -0.02 -0.21 -0.10
H 3.052713 -4.178829 6.621535 -0.06 0.10 -0.19
H 3.108635 -2.416433 6.531618 -0.08 -0.16 -0.23
H 1.557598 -3.245166 6.405887 0.17 -0.05 -0.24
H 3.538964 -6.173174 4.047293 0.01 0.07 -0.08
H 2.418863 -6.340293 2.684930 0.06 0.19 0.15
H 3.752324 -5.183364 2.576732 -0.04 -0.08 0.14
H 1.369179 -5.813662 5.437882 -0.08 0.26 -0.17
H 0.273356 -4.458766 5.025014 0.26 -0.06 -0.11
H 0.386313 -5.863717 3.965912 0.28 0.18 0.00
```
Positions in Å, forces in eV/Å.

charge: 0
calculated total energy: -2866.9522 Ha
frontier orbital gap: 3.892 eV
HOMO: -5.068 eV
max |F|: 0.079 hartree/bohr

[2]
The following is a DFT calculation (wB97M-V/def2-TZVPD) of C20H62F2N2O16S2V as an isolated structure.

Structure (XYZ):
```
105
Properties=species:S:1:pos:R:3:forces:R:3
V -2.050270 -8.643310 17.806100 -2.29 -0.13 -1.59
N -0.351510 -9.626740 17.583700 4.42 -5.78 -0.21
S 1.230420 -9.401870 17.610000 4.45 7.01 -1.44
O 1.823110 -9.318170 16.250210 -1.13 -0.91 2.93
O 2.138870 -9.700540 18.720530 -2.03 -0.76 -1.65
F 0.927730 -7.867910 17.919350 0.65 1.19 0.25
S 0.053190 -11.349150 17.433620 -4.31 -4.95 0.71
O 0.391690 -12.052130 18.695580 -0.34 2.20 -2.70
O 0.638140 -11.813820 16.190380 -0.08 1.21 1.84
F -1.477540 -11.731250 17.229420 0.39 -0.10 0.13
C -5.354630 -7.836340 14.350430 -0.27 -0.01 -0.40
C -4.931980 -9.317560 14.421200 -0.30 -0.24 -0.36
C -5.291870 -10.022680 13.066780 1.10 0.71 -0.54
C -4.262380 -9.725330 11.959050 0.17 -0.70 1.52
C -2.821260 -10.063140 12.434760 -0.79 0.64 -0.35
C -2.375810 -9.329390 13.724960 -0.31 -0.64 -0.40
N -3.475290 -9.535810 14.699080 0.05 -0.81 1.02
O -3.089710 -9.459960 16.085690 -0.30 1.06 0.39
C -2.036920 -7.895710 13.388030 -0.26 0.66 0.68
C -1.045410 -10.004120 14.187540 -0.64 -0.12 -0.39
C -5.877050 -10.007660 15.422800 1.00 -0.11 0.93
H -5.156170 -7.212330 15.221830 0.99 -0.19 0.02
H -6.435420 -7.697070 14.326070 -0.31 -0.50 -0.51
H -4.943270 -7.464700 13.411940 -0.03 0.70 0.30
H -6.235350 -9.638090 12.679420 -0.37 -0.16 0.42
H -5.349650 -11.100880 13.215920 -0.09 -0.01 0.16
H -4.381930 -8.668300 11.721350 0.41 0.10 -0.28
H -4.476120 -10.309130 11.063730 -0.11 0.07 -0.07
H -2.251860 -9.772000 11.552080 0.86 -0.06 0.30
H -2.657990 -11.121610 12.637480 -0.44 -0.14 -0.31
H -1.244360 -7.835290 12.642170 0.03 0.01 -0.02
H -1.691290 -7.452240 14.321820 0.16 0.34 -0.06
H -2.909040 -7.332210 13.056410 0.09 0.03 -0.18
H -0.348280 -9.392590 14.760370 -0.50 0.12 0.46
H -0.464820 -10.229400 13.292960 -0.06 -0.15 -0.30
H -1.252900 -10.950350 14.687230 0.06 0.28 0.12
H -5.897660 -9.444590 16.355870 0.17 -0.12 0.22
H -5.506910 -11.014540 15.615920 0.04 -0.04 0.19
H -6.921730 -10.097000 15.124880 0.14 0.24 -0.63
C -4.197940 -10.547530 19.128680 -1.85 0.08 -0.34
O -2.866460 -10.123810 19.115820 -0.70 0.55 -0.64
H -4.336260 -11.592940 18.852830 0.34 -0.11 -0.14
H -4.650300 -10.411350 20.110980 0.12 0.03 0.29
H -4.815600 -9.965450 18.444740 0.31 0.07 -0.22
H -2.483560 -10.657440 19.815980 1.59 -0.01 0.38
C 2.305770 -14.841670 16.267620 -0.15 0.11 0.15
O 2.866010 -14.998530 17.593650 -0.44 0.03 -1.09
H 1.230610 -15.020750 16.259920 -0.16 -0.11 0.19
H 2.420250 -13.828230 15.883000 0.39 -0.04 0.33
H 2.763440 -15.555160 15.582360 0.15 0.10 -0.15
H 2.786520 -15.949380 17.699310 0.21 -0.05 0.59
C -2.390830 -5.839970 16.422420 -0.39 1.27 -1.15
O -1.518450 -6.825350 16.891420 0.15 0.28 0.11
H -3.201050 -6.289340 15.848200 -0.18 0.14 0.34
H -2.679500 -5.082470 17.151080 -0.57 -0.60 0.68
H -1.819440 -5.197300 15.752640 -0.04 -0.17 -0.61
H -0.681110 -6.444790 16.616380 1.27 -0.89 0.24
C -3.853990 -14.354120 17.923770 0.71 0.08 -1.97
O -4.248210 -14.960980 19.079250 -0.53 -0.32 2.57
H -3.705320 -15.139350 17.182560 0.14 0.26 -0.58
H -4.522910 -13.596140 17.516200 -0.36 0.03 0.07
H -2.894840 -13.855970 18.065100 0.03 -0.10 0.24
H -5.086110 -15.424360 19.009950 0.05 0.13 -0.33
C 1.591810 -6.678290 14.494060 0.36 -1.15 -0.92
O 0.968120 -6.085300 15.592230 -0.78 0.75 0.73
H 1.108390 -7.626800 14.260110 -0.17 0.05 0.28
H 1.510670 -6.083480 13.584270 0.17 0.27 0.03
H 2.624300 -6.933240 14.732960 0.17 0.18 -0.16
H 1.284900 -5.180710 15.646740 0.01 0.03 0.14
C -2.245780 -12.689970 21.150790 0.01 -1.21 -0.10
O -1.594790 -11.480360 20.819210 -0.21 0.03 0.85
H -1.771600 -13.514070 20.617760 -0.03 -0.11 -0.10
H -2.204540 -12.936620 22.211710 0.00 0.30 0.15
H -3.290930 -12.679460 20.841520 0.10 0.32 -0.03
H -0.677220 -11.556120 21.091120 0.20 0.11 -0.29
C 3.333180 -12.475250 20.343520 -0.02 -0.15 0.30
O 3.552600 -11.517570 21.379230 0.27 0.15 -0.23
H 4.017380 -13.318980 20.433480 -0.09 -0.27 0.26
H 2.301090 -12.788930 20.500060 0.17 -0.20 -0.47
H 3.498640 -12.096750 19.334830 -0.40 0.35 0.04
H 4.383710 -11.077540 21.186250 0.02 0.11 0.10
C 3.842790 -11.133970 14.354690 -1.23 -0.13 0.70
O 4.716480 -11.770500 13.462840 0.77 0.09 -0.17
H 3.706820 -11.653890 15.303010 0.58 -0.25 0.21
H 4.173700 -10.123170 14.593190 -0.37 0.11 -0.12
H 2.830620 -11.185470 13.953490 -0.07 0.63 -0.27
H 5.420190 -11.127580 13.348580 0.25 -0.43 -0.31
C 0.856090 -4.747670 19.516380 1.54 -0.08 1.36
O -0.443980 -4.924660 19.149400 -2.59 -0.56 -1.30
H 1.368460 -4.133800 18.775620 0.43 0.18 0.40
H 0.762820 -4.348440 20.526340 1.17 0.68 0.11
H 1.373910 -5.699350 19.635810 -0.12 -0.11 -0.41
H -0.795210 -4.034400 19.074030 -0.47 -0.12 -0.06
C -0.618230 -8.264410 20.618450 0.61 -0.45 0.40
O -1.365620 -7.614010 19.566660 0.48 -0.89 1.41
H -1.159620 -8.262060 21.564490 -0.19 0.12 -0.08
H -0.331270 -9.296830 20.418790 -0.56 0.07 -0.62
H 0.350960 -7.785990 20.759490 -0.07 0.39 -0.05
H -1.359750 -6.709720 19.888890 -0.26 0.66 -0.95
C -1.132380 -13.399000 13.395350 0.22 0.35 -0.10
O -1.231990 -14.813800 13.513560 -0.31 0.23 0.26
H -1.407880 -13.025210 12.409210 -0.03 -0.24 -0.29
H -1.801570 -12.892100 14.090570 -0.17 -0.54 0.18
H -0.143830 -12.997060 13.617450 0.23 -0.24 0.08
H -0.470460 -15.258460 13.134160 0.08 0.31 -0.09
```
Positions in Å, forces in eV/Å.

charge: 0
calculated total energy: -4052.3317 Ha
<S²>: 3.757
frontier orbital gap (spin up / spin down): 5.038 / 5.271 eV
2S+1: 4
HOMO (spin up / spin down): -5.847 / -5.984 eV
ΔE to the lowest compared entry with this formula, charge and spin: 0.000 eV
max |F|: 0.164 hartree/bohr

[3]
The following is a DFT calculation (wB97M-V/def2-TZVPD) of a 2-piece molecular cluster, C9H11NO overall.

Structure (XYZ):
```
22
Properties=species:S:1:pos:R:3:forces:R:3
C 0.000000 0.000000 0.000000 -1.23 0.78 -0.23
C 1.091580 -0.948257 -0.165183 0.75 -0.57 0.11
C 2.097463 -1.016304 0.745219 0.20 -0.74 -0.63
N 2.971394 -1.987327 0.309656 2.61 -1.08 0.66
C 2.621582 -2.541027 -0.893890 -1.73 1.47 0.87
C 3.240793 -3.463548 -1.710544 0.29 -0.41 -0.31
C 2.550829 -3.821091 -2.854576 0.37 -0.92 -0.20
C 1.287464 -3.310286 -3.174567 -0.89 0.78 0.01
C 0.699673 -2.301648 -2.398204 0.32 -0.52 0.61
C 1.365238 -1.930106 -1.203422 0.01 0.26 -0.76
H 0.215471 0.647157 0.866815 -0.25 -0.18 -0.36
H -0.955757 -0.520761 0.178697 0.17 0.33 -0.10
H -0.107530 0.635292 -0.895237 -0.16 -0.15 0.33
H 2.254572 -0.454762 1.666137 -0.02 -0.30 -0.39
H 3.839830 -2.302203 0.749202 -0.73 0.61 0.03
H 4.212996 -3.922503 -1.487390 -0.47 0.30 -0.01
H 3.015677 -4.602721 -3.469864 -0.38 0.41 0.06
H 0.697458 -3.689920 -4.019182 0.59 0.11 0.21
H -0.280746 -1.874824 -2.647627 0.51 -0.21 0.07
O -0.099664 0.435221 -4.170540 1.02 -0.06 -0.57
H 0.634386 1.088888 -4.216939 -0.75 -0.75 0.03
H 0.234321 -0.348216 -4.663423 -0.26 0.83 0.56
```
Positions in Å, forces in eV/Å.

charge: 0
calculated total energy: -479.5438 Ha
SMILES: Cc1c[nH]c2ccccc12.O
frontier orbital gap: 8.601 eV
HOMO: -7.727 eV
ΔE to the lowest compared entry with this formula, charge and spin: 0.022 eV
max |F|: 0.056 hartree/bohr